#one
14
Properties=species:S:1:pos:R:3 method="wB97M-V/def2-TZVPD" total_charge=+1 homo_ha=-0.496 spin_multiplicity=1
C -0.0004 -1.5681 1.3608
C 1.1711 0.3550 -0.1912
C -0.8197 1.4167 -0.8228
N -0.6390 -0.8835 -0.8021
N -0.5234 -1.6674 0.1860
N -0.0167 0.3083 -0.6765
H 0.5524 -0.7817 1.9202
H -0.0950 -2.4976 1.9655
H 1.5830 1.3643 -0.0725
H 1.6773 -0.6036 -0.0284
H -0.6787 2.2128 -1.4825
H -0.9893 1.9377 0.1321
H -1.7275 1.0755 -1.0624
H -0.8967 -2.5698 -0.0786

#two
14
Properties=species:S:1:pos:R:3 method="wB97M-V/def2-TZVPD" total_charge=+1 homo_ha=-0.548 spin_multiplicity=1
C 1.1522 -1.8057 0.5434
C -1.0636 1.2916 0.2682
C 0.2497 0.0812 -1.4606
N 1.7219 -2.8154 0.3499
N -1.2132 1.6185 1.5523
N -0.0381 0.5770 -0.1380
H 0.8023 -0.8805 -1.2351
H -1.6843 1.6694 -0.4595
H 0.8320 0.6290 -2.2005
H -0.6834 -0.2637 -1.8516
H 1.9185 -3.7438 -0.1514
H -1.7420 2.4346 1.9720
H -0.8282 1.0575 2.2643
H 0.5761 0.1502 0.5466

#three
14
Properties=species:S:1:pos:R:3 method="wB97M-V/def2-TZVPD" smiles="C=NC(=[NH2+])NC" total_charge=+1 homo_ha=-0.542 spin_multiplicity=1
C -0.0683 -2.3425 1.7698
N -0.7062 -1.3467 1.3373
C 0.1198 -0.1389 0.5034
N 1.3785 0.0405 0.7685
N -0.7168 0.5570 -0.2140
C -0.4575 1.7151 -1.1177
H -0.7265 -3.0573 2.3625
H 1.0532 -2.5588 1.7452
H 1.9536 -0.8446 1.0614
H 1.8425 0.8729 0.4707
H -1.7511 0.6375 -0.1349
H 0.5633 2.1232 -0.9331
H -0.3243 1.2635 -2.1073
H -1.2323 2.3397 -0.9354

Tell me which of them is the least stable. Sure, it is #one.

#one
13
Properties=species:S:1:pos:R:3 method="wB97M-V/def2-TZVPD" smiles="CS[P@](C)(=S)C#N" homo_ha=-0.351 spin_multiplicity=1
C 1.6967 -0.2528 -1.7360
S 1.3043 0.6867 -0.2328
P -0.5402 -0.2099 0.2832
C -0.6516 0.1089 2.0830
S -0.8561 -2.0196 -0.3501
C -1.7505 0.9301 -0.3823
N -2.5231 1.5845 -0.9154
H 1.4131 0.3267 -2.6098
H 1.1577 -1.2010 -1.7095
H 2.7673 -0.4303 -1.7319
H 0.0299 -0.5755 2.5887
H -0.3748 1.1390 2.3012
H -1.6725 -0.0869 2.4117

#two
13
Properties=species:S:1:pos:R:3 method="wB97M-V/def2-TZVPD" homo_ha="-0.321 / -0.321" spin_multiplicity=1
C -0.4333 1.3770 -1.3038
C -1.5676 -2.4073 0.0990
C 1.8856 1.1759 0.3930
N -0.1088 1.3783 -2.4204
P -1.0125 1.8251 0.2842
S -0.7921 -0.8019 0.9217
S 0.6822 2.2228 1.3460
H -1.5369 -3.0867 0.8324
H -2.5102 -2.1488 -0.1708
H -0.8542 -2.7375 -0.6404
H 1.9990 1.7485 -0.6083
H 1.4809 0.2919 0.1384
H 2.7679 1.1626 1.1290

Tell me which of them is the least stable. Sure, it is #two.

#one
15
Properties=species:S:1:pos:R:3 method="wB97M-V/def2-TZVPD" homo_ha=-0.362 spin_multiplicity=1
C -0.5315 0.5234 -1.3123
C 1.0638 -0.2342 1.0329
C 0.3135 1.1681 -0.0850
O 1.3436 -2.0552 -0.9367
O 3.2919 -0.7454 -0.0677
O -0.5318 1.8497 0.6512
S 2.0560 -1.4114 0.1494
H 0.2123 0.0126 -1.9950
H -1.0395 1.3691 -1.8484
H -1.2968 -0.1598 -1.1011
H 1.7894 0.5262 1.6164
H 0.2786 -0.8161 1.4990
H 1.2346 1.5125 -0.4494
H -0.1389 2.5137 1.2198
H 2.2200 -2.4067 1.1134

#two
15
Properties=species:S:1:pos:R:3 method="wB97M-V/def2-TZVPD" smiles="O=C(O)CCS.O" homo_ha=-0.338 spin_multiplicity=1
O 0.2082 -0.0484 2.0839
C -0.4352 -0.1835 1.0771
O -1.0704 0.8624 0.4783
C -0.5757 -1.5129 0.3739
C 0.3790 -1.8029 -0.7837
S 1.7222 -0.4916 -1.0334
H -0.3964 1.5629 0.5420
H -0.5600 -2.2855 1.1377
H -1.5840 -1.4671 -0.0419
H -0.2116 -1.7690 -1.6899
H 1.0125 -2.6558 -0.5950
H 2.0767 -1.0592 -2.1810
O 0.1611 3.5770 0.0967
H -0.2108 3.2894 0.9475
H -0.5154 3.9842 -0.4122

Tell me which of them is the least stable. Sure, it is #one.

#one
13
Properties=species:S:1:pos:R:3 method="wB97M-V/def2-TZVPD" s_squared=0.7556 homo_ha="-0.158 / -0.289" spin_multiplicity=2
C 0.8856 0.9760 1.3292
C 0.1756 0.1758 0.3408
C -1.1873 0.0333 0.2029
N -1.4221 -0.6657 -0.9668
C -0.2176 -1.1147 -1.5278
N 0.7361 -0.5692 -0.6562
H 1.4343 1.8571 0.9753
H 1.6700 0.4009 1.8561
H 0.3350 1.3733 2.1817
H -1.9034 0.6688 0.6966
H -2.3402 -0.9280 -1.2333
H 0.1325 -1.4361 -2.4941
H 1.7016 -0.7713 -0.7044

#two
13
Properties=species:S:1:pos:R:3 method="wB97M-V/def2-TZVPD" s_squared=0.7549 homo_ha="-0.164 / -0.300" spin_multiplicity=2
C -1.5409 -1.2893 0.7869
C -0.4889 -0.3674 0.2804
C 0.6841 -0.0786 0.9103
N 1.4304 0.7155 0.0069
C 0.6518 1.0523 -1.0604
N -0.4800 0.2242 -0.9828
H -1.3609 -1.4646 1.8485
H -1.5161 -2.2624 0.2912
H -2.5563 -0.9009 0.7088
H 1.0137 -0.0591 1.9318
H 2.3267 1.1002 0.2033
H 1.1080 1.2628 -2.0310
H -1.0855 0.2870 -1.7665

Tell me which of them is the least stable. Sure, it is #one.

#one
13
Properties=species:S:1:pos:R:3 method="wB97M-V/def2-TZVPD" smiles=NC[C@@H](Cl)CF homo_ha=-0.359 spin_multiplicity=1
N -1.1603 -1.7154 -0.2188
C -0.0427 -0.7702 -0.5924
C -0.0995 0.3709 0.3940
Cl 0.1649 -0.2004 2.0703
C 0.9691 1.3592 -0.0313
F 0.5904 1.9258 -1.3172
H -2.0093 -1.2496 -0.1643
H -0.9884 -1.8933 0.7693
H -0.0980 -0.2976 -1.5432
H 0.8206 -1.4164 -0.4460
H -1.1039 0.7463 0.4964
H 1.9236 0.8869 -0.0623
H 1.0336 2.2538 0.6455

#two
13
Properties=species:S:1:pos:R:3 method="wB97M-V/def2-TZVPD" smiles=CNC[C@H](F)Cl homo_ha=-0.340 spin_multiplicity=1
C -1.8747 -0.4133 -0.3852
N -0.4443 -0.2217 -0.6458
C 0.3025 0.2532 0.5188
C 1.7402 0.5381 0.2114
F 1.8468 1.4488 -0.8119
Cl 2.6008 -0.9871 -0.3055
H -2.0134 -1.1013 0.4794
H -2.2942 -0.7950 -1.2886
H -2.2765 0.5582 -0.0903
H -0.0101 -1.0682 -0.9464
H 0.2367 -0.3521 1.4372
H -0.1758 1.1956 0.8202
H 2.3619 0.9448 1.0069

Tell me which of them is the least stable. Sure, it is #one.

#one
22
Properties=species:S:1:pos:R:3 method="wB97M-V/def2-TZVPD" total_charge=+1 homo_ha=-0.543 spin_multiplicity=1
C 1.7838 0.3695 -1.0205
O 2.7467 -0.4549 -0.4562
C 0.3470 0.2450 -0.3311
C -0.8827 0.4756 -1.2790
C -2.1934 0.1379 -0.5115
O -2.2019 -1.2196 -0.2107
N 0.3516 -1.0673 0.4978
H 1.6031 0.1471 -2.0665
H 2.1317 1.4070 -1.0200
H 2.6159 -1.2992 -0.9067
H 0.3282 1.0086 0.4464
H -0.6912 -0.1508 -2.1526
H -0.9900 1.4956 -1.6228
H -2.9804 0.5092 -1.2034
H -2.1780 0.7530 0.4589
H -3.0762 -1.5681 -0.0041
H 1.2965 -1.4253 0.7419
H -0.4068 -0.8919 1.1488
H -0.0079 -1.9185 0.0623
H 0.2801 1.6243 2.7969
H 1.2937 0.9836 3.7321
O 0.8301 0.8393 2.9000

#two
22
Properties=species:S:1:pos:R:3 method="wB97M-V/def2-TZVPD" total_charge=+1 homo_ha=-0.527 spin_multiplicity=1
O -0.4990 -1.9916 1.4018
C -1.1383 -0.9977 1.6785
C -1.0180 0.0423 0.7615
N -0.2982 -0.4567 -0.5559
C -1.1605 -1.1428 -1.6429
C -0.1861 1.1320 1.4275
H -1.7865 -0.7341 2.5620
H -1.9715 0.3471 0.4465
H 0.2481 0.2617 -0.9852
H 0.4137 -1.1713 -0.2678
H -2.1730 -1.1740 -1.5235
H -0.6509 -2.2207 -1.6465
H -0.9131 -0.6768 -2.6783
H 0.8915 0.7543 1.5643
H -0.4503 1.3351 2.4995
H -0.3316 1.9343 0.8222
H 3.0072 1.0313 -0.6087
H 3.3837 0.8753 0.7265
O 2.5780 0.7843 0.2006
H 0.6753 2.5663 -2.6962
H 1.5558 1.4082 -2.2819
O 0.5718 1.7643 -2.2761

Tell me which of them is the least stable. Sure, it is #two.

#one
49
Properties=species:S:1:pos:R:3 method="wB97M-V/def2-TZVPD" smiles="Cc1ccnc(C)c1C(=O)NC[C@@H]1Cc2ccccc2CN1C(=O)CO" homo_ha=-0.340 spin_multiplicity=1
C 3.6126 2.3561 -1.3433
C 3.4335 1.1647 -2.2426
C 4.0443 1.0997 -3.4893
C 3.8472 -0.0181 -4.2785
N 3.1067 -1.0623 -3.9133
C 2.5229 -1.0225 -2.7177
C 1.7235 -2.2262 -2.3045
C 2.6541 0.0768 -1.8650
C 1.9786 0.0476 -0.5241
O 2.4428 -0.5367 0.4400
N 0.7982 0.7159 -0.4644
C 0.0199 0.7380 0.7573
C -0.6685 -0.6090 1.0237
C -1.7523 -0.9304 0.0032
C -2.9294 -0.0037 0.1551
C -3.7331 0.3187 -0.9364
C -4.8125 1.1729 -0.7996
C -5.0954 1.7271 0.4430
C -4.2961 1.4190 1.5287
C -3.2138 0.5518 1.3987
C -2.3863 0.2528 2.6234
N -1.2515 -0.6226 2.3563
C -0.6065 -1.1296 3.4424
O -0.9926 -0.9076 4.5790
C 0.6450 -1.9759 3.2277
O 0.9585 -2.6726 4.4015
H 3.6964 2.0538 -0.2994
H 4.5079 2.9131 -1.6138
H 2.7604 3.0344 -1.4246
H 4.6721 1.9095 -3.8382
H 4.3125 -0.0855 -5.2558
H 2.2383 -2.7652 -1.5074
H 0.7408 -1.9419 -1.9215
H 1.5973 -2.8875 -3.1573
H 0.4471 1.1521 -1.2994
H 0.6876 0.9572 1.5925
H -0.7159 1.5398 0.6839
H 0.1033 -1.3731 0.9760
H -1.3462 -0.8582 -1.0084
H -2.0659 -1.9682 0.1448
H -3.5025 -0.1119 -1.9046
H -5.4289 1.4109 -1.6566
H -5.9347 2.3996 0.5621
H -4.5108 1.8535 2.4989
H -2.0430 1.1909 3.0759
H -3.0048 -0.2305 3.3798
H 0.4775 -2.7221 2.4495
H 1.4633 -1.3285 2.8848
H 0.7985 -2.0663 5.1373

#two
49
Properties=species:S:1:pos:R:3 method="wB97M-V/def2-TZVPD" smiles=COc1cccc([C@H](C)N(C)Cc2nc(COc3ccccc3)no2)c1 homo_ha=-0.303 spin_multiplicity=1
C -1.3048 3.2533 -1.4018
O -1.9521 2.0254 -1.1730
C -1.4863 1.2233 -0.1774
C -0.4298 1.5309 0.6707
C -0.0656 0.6274 1.6551
C -0.7365 -0.5696 1.8136
C -1.7875 -0.8965 0.9607
C -2.5343 -2.2126 1.0605
C -3.1697 -2.3881 2.4399
N -1.7595 -3.3954 0.6766
C -0.7285 -3.8608 1.5823
C -1.3099 -3.3581 -0.6961
C -0.2229 -2.3706 -0.9769
N 0.9350 -2.2686 -0.3927
C 1.5112 -1.2062 -1.0194
C 2.8825 -0.7333 -0.6621
O 2.8902 0.4295 0.1309
C 2.7154 1.6518 -0.4523
C 2.8753 2.7439 0.4025
C 2.7368 4.0302 -0.0762
C 2.4435 4.2495 -1.4135
C 2.2832 3.1672 -2.2593
C 2.4145 1.8689 -1.7907
N 0.7519 -0.6986 -1.9486
O -0.3804 -1.4492 -1.9318
C -2.1527 0.0085 -0.0217
H -1.8266 3.7070 -2.2431
H -1.3789 3.9144 -0.5317
H -0.2508 3.1112 -1.6596
H 0.1144 2.4563 0.5726
H 0.7610 0.8676 2.3068
H -0.4354 -1.2462 2.5971
H -3.3554 -2.1794 0.3306
H -2.4447 -2.2638 3.2386
H -3.6210 -3.3740 2.5147
H -3.9435 -1.6355 2.5700
H 0.1714 -3.2375 1.5771
H -0.4457 -4.8679 1.2721
H -1.1316 -3.9175 2.5887
H -0.9344 -4.3560 -0.9503
H -2.1540 -3.1203 -1.3486
H 3.3434 -1.5049 -0.0395
H 3.4752 -0.5917 -1.5751
H 3.1074 2.5540 1.4387
H 2.8606 4.8665 0.5959
H 2.3363 5.2556 -1.7897
H 2.0489 3.3267 -3.3018
H 2.2480 1.0424 -2.4619
H -2.9637 -0.2093 -0.7009

Tell me which of them is the least stable. Sure, it is #two.

#one
9
Properties=species:S:1:pos:R:3 method="wB97M-V/def2-TZVPD" smiles="C=NSC(=O)C#N" homo_ha=-0.378 spin_multiplicity=1
C 2.1006 0.2189 -0.0082
N 0.8312 0.3294 0.0571
S 0.0250 -1.1813 -0.0094
C -1.6457 -0.7306 -0.0148
O -2.5424 -1.5671 0.0236
C -1.8498 0.7157 0.0037
N -2.2345 1.7914 -0.0091
H 2.6594 1.1479 -0.0302
H 2.6562 -0.7243 -0.0128

#two
9
Properties=species:S:1:pos:R:3 method="wB97M-V/def2-TZVPD" homo_ha=-0.351 spin_multiplicity=1
C -0.4923 -0.0444 1.1575
C 0.1920 0.1389 -0.0625
C 1.1506 0.3238 -1.8457
H -0.2380 1.0821 1.5412
H 1.8735 -0.0751 -2.6703
N 0.7408 -0.6283 -0.9478
N 0.7819 1.5696 -1.6534
O 0.1231 1.4634 -0.4293
S -1.1488 -1.3633 1.7048

Tell me which of them is the least stable. Sure, it is #two.

#one
14
Properties=species:S:1:pos:R:3 method="wB97M-V/def2-TZVPD" total_charge=+1 homo_ha=-0.488 spin_multiplicity=1
C -0.6737 -0.3589 0.4528
C -0.0521 -1.0751 1.3920
N -0.7400 -2.0016 2.1425
N 0.1186 0.7159 -0.2503
H -1.5299 -0.6900 -0.1087
H 1.0173 -1.0139 1.5639
H -0.5072 -2.9697 2.2450
H -1.6875 -1.7514 2.3586
H -0.3991 1.5912 -0.2002
H 0.3336 0.5396 -1.2421
H 1.0358 0.7485 0.1913
H 1.3338 2.8587 -2.5031
H 1.0432 2.1516 -3.8009
O 1.0311 2.0134 -2.8332

#two
14
Properties=species:S:1:pos:R:3 method="wB97M-V/def2-TZVPD" total_charge=+1 homo_ha=-0.556 spin_multiplicity=1
C -1.4778 -1.4620 1.0641
N -1.7452 -0.9077 -0.2837
H -1.9635 -2.4080 1.3296
H -1.7083 -0.7249 1.7775
H -0.3607 -1.5132 0.9782
H -2.6652 -0.4341 -0.3583
H -0.9778 -0.1979 -0.5609
H -1.7964 -1.7445 -0.9994
C 1.2295 1.2747 -0.4910
N 2.2185 0.8165 0.3009
O 0.0993 0.7134 -0.7236
H 1.5342 2.2487 -0.8944
H 3.1802 0.9288 0.1374
H 2.1401 -0.1008 0.8202

#three
14
Properties=species:S:1:pos:R:3 method="wB97M-V/def2-TZVPD" total_charge=+1 homo_ha=-0.537 spin_multiplicity=1
N 2.1343 0.0370 0.7490
H 1.0320 -0.1128 0.6831
H 2.5239 -0.4211 1.5648
H 2.3614 -0.1201 -0.2229
H 2.2229 1.0164 0.9233
C -0.7025 -0.6941 -0.9257
N -0.5787 -0.4646 0.4658
C -1.0033 0.8667 0.9229
O -0.3934 0.1035 -1.7980
H -1.2481 -1.6205 -1.1230
H -1.0992 -1.1934 0.9634
H -0.4496 1.6352 0.3420
H -0.7238 0.9526 1.9957
H -2.1272 0.9928 0.7712

Tell me which of them is the least stable. Sure, it is #one.

#one
14
Properties=species:S:1:pos:R:3 method="wB97M-V/def2-TZVPD" total_charge=+1 homo_ha=-0.473 spin_multiplicity=1
C -1.0763 0.6368 0.2987
C -0.0535 0.0626 0.9468
N 0.6542 0.4330 2.0226
N -1.3950 -0.0156 -1.0174
H -1.8586 1.3316 0.5530
H 0.2732 -0.8667 0.4893
H 1.3169 -0.2180 2.3893
H 0.4716 1.2898 2.5049
H -0.5548 -0.2320 -1.5737
H -2.0439 0.5833 -1.5222
H -1.8772 -0.9221 -0.9386
H 1.6452 -1.4080 -2.3598
H 2.1058 -0.0788 -1.7165
O 1.5284 -0.8437 -1.5658

#two
14
Properties=species:S:1:pos:R:3 method="wB97M-V/def2-TZVPD" smiles=[NH3+]CNCO total_charge=+1 homo_ha=-0.523 spin_multiplicity=1
N -1.2929 -0.5550 0.8859
C -0.1403 0.3841 1.2645
N 0.6583 0.7400 0.0561
C 1.1384 0.1016 -1.2141
O -0.0569 -0.6512 -1.6050
H -2.2065 -0.1235 1.0007
H -1.4296 -1.2088 1.5957
H -0.6490 -0.8486 0.1358
H 0.5490 -0.2686 1.7895
H -0.5827 1.2293 1.8754
H 0.3321 1.7318 -0.2259
H 1.4042 0.8513 -2.0663
H 1.9221 -0.6230 -1.0605
H 0.3537 -0.7596 -2.4319

Tell me which of them is the least stable. Sure, it is #two.

#one
13
Properties=species:S:1:pos:R:3 method="wB97M-V/def2-TZVPD" homo_ha="-0.316 / -0.294" spin_multiplicity=1
C -1.1683 0.8951 -1.2767
C 1.5569 0.1279 0.9491
N -1.0714 0.5821 0.0986
N 0.6588 -0.7771 0.3098
S 0.1629 -2.0817 1.1414
H -0.2401 1.3673 -1.5998
H -1.4076 0.0546 -1.9393
H -1.9687 1.6407 -1.3786
H 1.6671 0.9974 0.3052
H 1.2336 0.4537 1.9401
H 2.5323 -0.3637 1.0476
H -1.7609 -0.1190 0.3655
H -0.1946 -2.7774 0.0372

#two
13
Properties=species:S:1:pos:R:3 method="wB97M-V/def2-TZVPD" smiles="[H]/N=C/N.CS" homo_ha=-0.317 spin_multiplicity=1
H 1.1082 -2.8672 -0.3595
N 1.0473 -1.8672 -0.2352
C 0.4331 -1.5381 -1.3372
N -0.1774 -0.3097 -1.6513
H 0.5327 -2.1798 -2.2613
H -0.1811 -0.1182 -2.6766
H 0.1761 0.3874 -1.0001
C -0.5314 1.8510 1.5492
S -1.3507 0.3590 1.2164
H -1.2231 2.6506 1.9086
H 0.1421 2.2305 0.7085
H 0.2853 1.6971 2.3417
H -0.2612 -0.2955 1.7968

#three
13
Properties=species:S:1:pos:R:3 method="wB97M-V/def2-TZVPD" homo_ha=-0.183 spin_multiplicity=1
C 2.1202 2.6810 1.2700
S 1.5523 1.1599 1.7992
H 1.3459 3.2287 0.7253
H 2.4221 3.3461 2.0525
H 2.9956 2.5020 0.6398
N -1.1728 -0.4256 -0.5093
C -1.0786 -1.7819 -0.5111
N -1.5568 -2.6549 -1.3496
H -1.5692 0.1035 -1.3006
H -1.0461 0.0607 0.3677
H -0.4737 -2.1745 0.3928
H -1.3590 -3.7001 -1.4581
H -2.1799 -2.3448 -2.1187

Tell me which of them is the least stable. Sure, it is #one.

#one
9
Properties=species:S:1:pos:R:3 method="wB97M-V/def2-TZVPD" total_charge=-2 homo_ha="-0.059 / -0.059" spin_multiplicity=1
O 0.7498 2.4185 -0.4024
O 7.8541 2.4962 1.6111
O 8.0483 0.2044 2.5824
O -1.9875 -0.7860 0.0269
Si 0.9573 0.9725 -0.0037
P 8.5079 1.6310 2.6572
H -2.1121 0.1879 -0.2332
H 1.5042 0.4645 1.1598
H 1.0823 0.2380 -1.2830

#two
9
Properties=species:S:1:pos:R:3 method="wB97M-V/def2-TZVPD" total_charge=-2 homo_ha=0.009 spin_multiplicity=1
O 1.5337 1.5271 0.2237
O 0.4258 1.0777 -1.9739
O 2.4560 -3.0659 -0.5603
O -2.5612 1.6322 -0.0690
Si -1.5857 0.6343 0.4970
P 0.5302 0.6803 -0.4899
H 2.1312 -2.5618 0.2127
H -1.7729 -0.8392 0.3323
H -1.1572 0.9153 1.8273

Tell me which of them is the least stable. Sure, it is #two.